104
Properties=species:S:1:pos:R:3 method="wB97M-V/def2-TZVPD" homo_lumo_gap_ev=1.32 lumo_ev=-6.5 total_charge=+1 homo_ev=-7.81
F 3.373 3.500 4.889
C 3.801 3.339 3.595
F 4.571 4.423 3.290
F 4.632 2.248 3.584
C 2.650 3.163 2.651
C 2.619 3.868 1.450
C 1.531 3.725 0.611
C 0.448 2.848 0.939
C -0.678 2.780 0.070
C -1.954 2.235 0.386
C -2.412 2.040 1.729
C -3.626 1.423 1.986
C -4.453 1.075 0.923
C -5.768 0.411 1.205
F -6.762 0.893 0.391
F -5.708 -0.942 0.990
F -6.185 0.597 2.492
C -4.095 1.323 -0.403
C -2.863 1.894 -0.671
C 0.590 2.055 2.128
C 1.658 2.245 2.988
H 3.441 4.532 1.193
H 1.475 4.300 -0.320
H -0.567 3.230 -0.915
H -1.809 2.379 2.574
H -3.948 1.211 3.002
H -4.779 1.058 -1.207
H -2.554 2.066 -1.707
H -0.146 1.285 2.366
H 1.741 1.697 3.925
C -6.919 7.451 -7.506
C -6.101 6.260 -7.090
C -6.319 5.654 -5.856
C -5.544 4.563 -5.435
C -5.813 4.004 -4.072
C -4.553 4.070 -6.294
N -3.699 3.001 -5.863
C -4.116 1.713 -5.502
C -5.488 1.221 -5.483
C -5.822 0.363 -4.406
C -7.163 0.144 -4.100
C -8.161 0.635 -4.950
C -7.817 1.251 -6.161
C -6.478 1.532 -6.448
N -3.086 0.977 -5.164
N -1.960 1.755 -5.369
C -0.682 1.101 -5.284
C -0.507 -0.080 -6.037
C -1.575 -0.693 -6.880
C 0.761 -0.660 -6.089
C 1.863 -0.095 -5.442
C 3.215 -0.739 -5.526
C 1.674 1.086 -4.723
C 0.403 1.633 -4.542
C 0.284 2.758 -3.569
C -2.321 3.000 -5.724
C -1.330 4.008 -6.136
O -0.225 3.604 -6.567
C -1.595 5.456 -6.036
C -0.835 6.324 -6.967
C -2.381 5.971 -4.972
C -2.582 5.224 -3.784
C -3.287 5.768 -2.711
C -3.896 7.018 -2.836
C -3.727 7.771 -4.005
C -2.932 7.290 -5.040
C -4.384 4.598 -7.576
C -3.441 3.990 -8.565
C -5.127 5.731 -7.935
H -6.652 7.780 -8.516
H -7.994 7.227 -7.495
H -6.761 8.298 -6.824
H -7.084 6.043 -5.178
H -4.976 3.413 -3.691
H -5.985 4.825 -3.361
H -6.711 3.366 -4.062
H -5.011 -0.061 -3.808
H -7.415 -0.404 -3.192
H -9.210 0.508 -4.681
H -8.596 1.529 -6.873
H -6.177 1.982 -7.399
H -1.285 -1.726 -7.103
H -2.545 -0.703 -6.387
H -1.669 -0.186 -7.846
H 0.880 -1.565 -6.693
H 3.975 -0.107 -5.062
H 3.234 -1.707 -5.012
H 3.493 -0.922 -6.568
H 2.538 1.586 -4.271
H 1.163 2.762 -2.907
H 0.269 3.733 -4.073
H -0.600 2.669 -2.928
H -0.757 7.352 -6.593
H 0.175 5.911 -7.105
H -1.308 6.345 -7.962
H -2.122 4.237 -3.702
H -3.365 5.198 -1.787
H -4.502 7.417 -2.017
H -4.209 8.743 -4.113
H -2.737 7.899 -5.926
H -3.794 4.213 -9.583
H -2.424 4.403 -8.489
H -3.391 2.899 -8.465
H -4.945 6.197 -8.906

106
Properties=species:S:1:pos:R:3 method="wB97M-V/def2-TZVPD" homo_lumo_gap_ev="2.74 / 5.95" lumo_ev="-6.1 / -7.3" total_charge=+2 relative_energy_ev=0.196 spin_multiplicity=5 homo_ev="-8.82 / -13.26"
Ir 0.012 0.025 0.270
C 3.292 -3.762 3.868
C 2.894 -4.786 2.798
C 3.089 -6.187 3.383
C 3.822 -4.627 1.576
C 1.461 -4.550 2.316
C 0.518 -5.609 2.260
C -0.737 -5.458 1.709
C -1.066 -4.220 1.184
S -2.478 -3.775 0.306
C -1.813 -2.208 0.044
N -0.651 -1.997 0.653
C -0.173 -3.128 1.267
C 1.088 -3.308 1.850
C -2.371 -1.208 -0.802
C -3.546 -1.390 -1.548
C -3.971 -0.382 -2.371
C -3.230 0.827 -2.467
C -2.075 1.019 -1.749
C -1.603 0.015 -0.890
H 4.346 -3.897 4.121
H 2.708 -3.901 4.782
H 3.160 -2.735 3.520
H 4.109 -6.274 3.760
H 2.953 -6.969 2.631
H 2.411 -6.377 4.220
H 4.853 -4.850 1.862
H 3.787 -3.607 1.180
H 3.535 -5.315 0.776
H 0.791 -6.587 2.635
H -1.424 -6.294 1.648
H 1.782 -2.474 1.870
H -4.096 -2.325 -1.488
H -4.870 -0.506 -2.961
H -3.581 1.616 -3.124
H -1.537 1.951 -1.855
C 0.889 4.181 -0.722
C 1.964 4.073 -1.643
C 2.339 2.840 -2.093
C 1.682 1.676 -1.636
N 0.706 1.801 -0.660
C 0.311 3.038 -0.264
C 1.926 0.369 -2.158
C 2.732 0.093 -3.286
C 2.863 -1.196 -3.731
C 2.192 -2.242 -3.063
C 1.428 -1.921 -1.974
N 1.292 -0.661 -1.526
H 0.531 5.141 -0.376
H 2.471 4.960 -2.001
H 3.153 2.753 -2.800
H -0.520 3.083 0.426
H 3.224 0.895 -3.816
H 3.472 -1.406 -4.601
H 2.268 -3.269 -3.396
H 0.903 -2.693 -1.413
N -9.604 0.455 5.283
C -8.542 0.650 4.884
C -7.208 0.876 4.383
C -6.822 0.321 3.166
C -5.540 0.522 2.691
C -4.637 1.266 3.437
C -5.016 1.832 4.643
C -6.303 1.641 5.114
N -3.294 1.428 2.967
C -2.428 2.459 3.274
C -1.251 2.159 2.669
N -1.379 0.952 1.999
C -2.610 0.538 2.223
H -7.535 -0.255 2.590
H -5.253 0.118 1.726
H -4.314 2.412 5.231
H -6.608 2.077 6.056
H -2.723 3.326 3.845
H -0.330 2.724 2.684
H -3.023 -0.399 1.875
C -3.245 -3.435 4.690
C -2.302 -2.290 4.954
C -0.923 -2.465 4.957
C -0.042 -1.416 5.196
C -0.551 -0.122 5.440
N 0.235 1.021 5.701
C 1.588 1.240 5.873
O 1.975 2.111 6.619
N 2.539 0.455 5.190
C 2.643 0.157 3.832
C 3.877 -0.274 3.340
C 4.022 -0.546 1.994
C 2.937 -0.403 1.149
N 1.743 -0.014 1.617
C 1.595 0.266 2.924
C -1.936 0.055 5.481
C -2.795 -0.997 5.245
H -2.712 -4.386 4.658
H -3.769 -3.306 3.735
H -4.012 -3.499 5.465
H -0.523 -3.461 4.797
H 1.020 -1.606 5.248
H -0.262 1.754 6.178
H 3.429 0.589 5.639
H 4.720 -0.382 4.016
H 4.974 -0.868 1.591
H 3.019 -0.596 0.088
H 0.612 0.580 3.246
H -2.335 1.034 5.737
H -3.869 -0.832 5.305